1.
C21H21ClMnN2O7PTe2 | ωB97M-V with the def2-TZVPD basis set

Each line ends with the Mulliken charge.
Atoms and positions in Å:
Mn  0.69828  -0.25438  -0.59050  0.586
O  2.76296  4.16627  2.82956  -0.594
C  2.05116  3.42106  3.65708  0.457
O  1.98409  3.65543  4.83983  -0.628
C  1.30371  2.27936  3.04944  -0.162
C  0.40820  1.46145  3.71676  0.124
Cl  -0.16218  1.57224  5.31835  -0.155
N  -0.07449  0.54934  2.84958  0.142
N  0.47921  0.72476  1.63712  0.381
C  1.30849  1.74270  1.73997  -0.091
C  2.07095  2.14226  0.49953  1.064
O  2.69588  3.21514  0.52716  -0.833
O  2.01209  1.34501  -0.47238  -0.637
C  -0.99723  -0.51937  3.04973  0.395
C  -1.02615  -1.21454  4.24484  -0.535
C  -1.91485  -2.26852  4.38663  -0.737
C  -2.76054  -2.62690  3.34626  -0.452
C  -2.71225  -1.91691  2.15495  -0.674
C  -1.83313  -0.85714  1.99980  -0.263
H  2.67368  3.85604  1.86272  0.452
H  -0.34654  -0.97914  5.05327  0.431
H  -1.92516  -2.81959  5.31723  0.351
H  -3.44373  -3.45638  3.46222  0.384
H  -3.35927  -2.18157  1.33036  0.426
H  -1.82689  -0.28160  1.07666  0.653
Te  1.76555  -2.33690  0.75621  -0.136
C  2.11066  -3.85431  -0.66086  -0.043
C  1.29200  -4.03853  -1.77551  -0.224
C  1.53917  -5.06245  -2.67795  -0.648
C  2.60445  -5.93101  -2.48531  -0.367
C  3.42120  -5.75963  -1.37817  -0.488
C  3.17863  -4.73205  -0.47787  -0.441
H  0.45319  -3.37548  -1.93826  0.396
H  0.89098  -5.18228  -3.53728  0.353
H  2.79345  -6.73114  -3.18898  0.353
H  4.25947  -6.42714  -1.21478  0.325
H  3.83001  -4.60685  0.37634  0.317
C  -4.41680  1.55013  -2.28355  -1.083
C  -3.24281  2.35737  -2.78464  -0.192
O  -2.19007  1.47316  -3.22201  -0.253
P  -0.99961  1.18016  -2.19662  0.413
O  -1.41972  0.78080  -0.80827  -0.547
Te  0.32539  -0.48195  -3.26622  -0.364
O  -0.25698  2.57309  -2.01661  -0.114
C  0.56691  3.15261  -3.04090  -0.231
C  1.04304  4.48815  -2.52773  -1.123
H  -5.27684  2.20200  -2.11947  0.384
H  -4.16910  1.05260  -1.34788  0.189
H  -4.69283  0.79198  -3.01513  0.290
H  -2.85902  3.02909  -2.01114  0.262
H  -3.50398  2.95920  -3.65706  0.382
H  -0.01768  3.23713  -3.96158  0.411
H  1.40201  2.47166  -3.21530  0.285
H  0.20234  5.14872  -2.31569  0.280
H  1.67624  4.96551  -3.27737  0.383
H  1.62449  4.35133  -1.61657  0.150

Calculated values
spin multiplicity = 6
HOMO-LUMO gap (alpha / beta) = 6.699 / 6.817 eV
relative energy (zero: lowest compared OMol25 entry of this formula, charge and spin) = 9.50 kcal/mol
net charge = -1
<S²> = 8.76
HOMO (alpha / beta) = -4.32 / -4.44 eV

***

2.
C19H33BeCl2N4O4 | ωB97M-V with the def2-TZVPD basis set

Each line ends with the Mulliken charge.
Atoms and positions in Å:
O  -0.16978  -4.25094  0.03917  -0.638
C  0.99970  -3.92420  -0.03922  0.143
C  2.09357  -3.85358  0.97566  0.533
C  1.92571  -3.34012  2.27964  -0.066
H  1.17373  -2.56632  2.46819  0.208
C  2.76810  -3.78104  3.30878  -0.635
H  2.55946  -3.53934  4.36485  0.346
C  3.87290  -4.59662  3.00853  -0.188
H  4.45892  -5.05518  3.80554  0.368
C  4.20507  -4.85490  1.66253  -0.693
H  5.07004  -5.49261  1.41018  0.332
C  3.36495  -4.37075  0.65279  -0.161
H  3.68029  -4.39387  -0.39514  0.351
H  1.39098  -3.45882  -1.00756  0.036
C  2.24794  -0.67775  -2.11436  -0.410
C  2.36599  -0.13715  -0.75721  0.896
H  3.19615  -1.00085  -2.61773  0.324
H  1.72477  0.03999  -2.74842  0.286
H  1.65084  -1.59494  -2.08910  -0.047
C  3.39254  -0.38283  0.04235  -0.203
C  4.62808  0.42929  -0.26567  -1.295
H  3.38275  -1.10942  0.87857  0.131
H  5.58775  -0.10084  -0.27564  0.360
H  4.68828  1.28651  0.41185  0.185
H  4.46255  0.85009  -1.26340  0.310
Be  1.26885  0.53391  0.29796  -0.252
Cl  1.53320  0.73801  2.25698  -0.554
Cl  1.58902  2.24731  -0.75276  -0.614
C  -1.63341  2.91575  -0.76829  0.765
O  -2.68855  2.63386  -1.27145  -0.707
N  -1.36379  4.10091  -0.12960  0.223
C  -2.31902  5.18851  -0.23585  -1.051
C  -0.11888  4.44886  0.54066  -0.664
H  -0.73923  2.23325  -0.76695  -0.266
H  -3.23360  4.81155  -0.69901  0.299
H  -1.88879  6.00811  -0.83450  0.306
H  -2.52184  5.58103  0.77137  0.297
H  0.51425  3.54168  0.57057  -0.001
H  -0.32215  4.82329  1.55869  0.266
H  0.41787  5.22693  -0.03271  0.296
H  -3.23825  -0.02961  -5.18525  0.345
H  -3.80075  -2.05608  -4.04907  0.298
C  -2.17132  -0.14266  -4.95016  -1.013
C  -2.75911  -2.22807  -3.74648  -0.836
N  -2.03716  -0.96698  -3.76447  0.166
H  -1.70954  0.82745  -4.74911  0.252
C  -1.26964  -0.55549  -2.72087  0.971
O  -0.59147  0.46827  -2.71154  -0.637
H  -2.72827  -2.64286  -2.73101  0.191
H  -1.32690  -1.26654  -1.86319  -0.356
H  -1.68555  -0.62164  -5.81344  0.317
H  -2.31457  -2.95507  -4.44423  0.296
C  -2.57016  1.26920  2.34673  -0.728
N  -2.61042  -0.07659  1.82655  -0.202
C  -1.70467  -0.63427  0.96268  0.159
N  -2.03375  -1.90513  0.61293  -0.227
O  -0.68086  -0.06192  0.48502  -0.009
H  -1.53616  1.54408  2.60421  0.213
H  -3.18725  1.30046  3.25250  0.334
H  -3.00094  1.96662  1.61239  0.217
H  -3.46416  -0.61581  1.99941  0.185
H  -1.32962  -2.55387  0.28625  0.091
H  -2.79662  -2.35092  1.14024  0.160

Calculated values
HOMO-LUMO gap (alpha / beta) = 4.501 / 4.502 eV
relative energy (zero: lowest compared OMol25 entry of this formula, charge and spin) = 148.51 kcal/mol
net charge = -1
HOMO (alpha / beta) = -2.16 / -2.17 eV

***

3.
C5H16NO2 | ωB97M-V with the def2-TZVPD basis set

Each line ends with the Mulliken charge.
Atoms and positions in Å:
C  0.56573  -0.81566  0.23067  -0.778
C  -0.68372  -1.33986  -0.54736  -0.770
C  -0.85470  -0.71700  -1.88495  0.876
C  -1.94457  -0.04465  -2.23549  -1.002
C  0.14939  -1.09810  -2.95054  -1.213
N  0.43514  0.63982  0.53975  -0.215
H  0.71902  -1.52618  1.03464  0.290
H  1.48316  -0.82723  -0.39205  0.413
H  -1.51225  -1.10789  0.15688  0.320
H  -0.83646  -2.41498  -0.56301  0.465
H  -2.87856  -0.01715  -1.70713  0.279
H  -2.11391  0.40086  -3.20499  0.315
H  1.18470  -0.96132  -2.55695  0.236
H  0.06187  -2.08922  -3.38902  0.308
H  0.10265  -0.55129  -3.89668  0.378
H  0.62371  1.29926  -0.23043  0.378
H  -0.49070  0.82068  0.92457  0.334
H  0.96412  1.04663  1.33265  0.407
H  -0.08598  -0.30806  3.58128  0.274
H  1.51459  -0.09886  3.52230  0.279
O  0.70271  -0.25997  3.04214  -0.561
H  1.74074  3.22779  2.02803  0.339
H  0.19987  3.30806  2.05032  0.328
O  0.93398  2.69654  2.17227  -0.679

Calculated values
HOMO-LUMO gap = 9.656 eV
relative energy (zero: lowest compared OMol25 entry of this formula, charge and spin) = 32.77 kcal/mol
net charge = +1
HOMO = -12.82 eV

***

4.
C33H46ClCoNP2 | ωB97M-V with the def2-TZVPD basis set

Each line ends with the Mulliken charge.
Atoms and positions in Å:
Co  -0.69290  0.15770  0.29840  0.075
C  -2.31000  4.57210  -1.49680  -1.595
C  -2.02840  3.45280  -0.50080  0.529
C  -3.33860  2.99880  0.14260  -1.451
P  -1.12080  1.92770  -1.10650  1.052
C  -1.53970  1.55850  -2.89350  0.938
C  -1.11550  2.58800  -3.93390  -1.537
C  -3.02790  1.22180  -2.98220  -1.553
C  0.65620  2.39750  -1.13670  -0.214
C  1.18990  3.66630  -1.27980  -0.427
C  2.56750  3.87640  -1.25480  0.673
C  3.14800  5.23370  -1.47190  -1.747
C  3.40980  2.79420  -0.99820  -0.973
C  2.90800  1.52460  -0.83640  -0.591
C  1.52800  1.29350  -0.94250  -0.796
N  0.95170  0.06980  -0.78870  0.754
C  1.45840  -1.09510  -1.23900  0.062
C  2.53950  -1.19890  -2.14140  -0.658
C  2.98240  -2.42990  -2.55770  -1.013
C  2.40530  -3.61320  -2.09010  0.493
C  2.92440  -4.93200  -2.54980  -1.714
C  1.29110  -3.51780  -1.25960  0.198
C  0.78930  -2.29120  -0.86230  -1.012
P  -0.84810  -2.07800  -0.06800  0.947
C  -1.88440  -2.97280  -1.34710  0.420
C  -1.63770  -2.41140  -2.74370  -1.337
C  -3.37150  -2.88020  -1.01780  -1.608
C  -0.85460  -3.27120  1.36590  0.517
C  -2.01570  -2.94810  2.30420  -1.156
C  0.46790  -3.18290  2.12200  -1.394
H  -2.69660  5.43590  -0.95750  0.443
H  -3.06950  4.27300  -2.21260  0.272
H  -1.42540  4.88360  -2.04220  0.336
H  -1.36400  3.83680  0.28510  0.657
H  -4.07840  2.76000  -0.61650  0.343
H  -3.74870  3.78720  0.76920  0.463
H  -3.19240  2.11120  0.75760  0.298
H  -0.95700  0.64060  -3.06730  0.247
H  -1.80560  3.42360  -3.97010  0.283
H  -1.11070  2.11900  -4.91630  0.477
H  -0.11450  2.96430  -3.73470  0.312
H  -3.63250  2.12500  -2.93590  0.361
H  -3.31880  0.56640  -2.15950  0.363
H  -3.24740  0.71790  -3.92160  0.416
H  0.54270  4.51740  -1.42450  0.261
H  2.42900  5.90640  -1.93070  0.379
H  4.02470  5.17230  -2.11340  0.410
H  3.46940  5.67020  -0.52630  0.339
H  4.47460  2.95690  -0.92600  0.455
H  3.55680  0.70170  -0.57480  0.728
H  2.98580  -0.29700  -2.53450  0.618
H  3.79660  -2.48790  -3.26180  0.466
H  3.99800  -4.89080  -2.71070  0.423
H  2.46030  -5.19070  -3.50120  0.330
H  2.69930  -5.72070  -1.83800  0.394
H  0.80310  -4.42670  -0.93520  0.389
H  -1.56510  -4.02170  -1.32430  0.606
H  -2.06040  -1.41480  -2.82790  0.120
H  -2.12110  -3.04810  -3.48200  0.587
H  -0.57800  -2.36340  -2.98230  0.209
H  -3.64880  -1.84530  -0.81460  0.319
H  -3.63230  -3.48790  -0.15550  0.365
H  -3.95950  -3.23070  -1.86560  0.450
H  -0.99270  -4.28030  0.96110  0.731
H  -1.87830  -1.96210  2.74770  0.036
H  -2.05940  -3.68210  3.10890  0.487
H  -2.97350  -2.95740  1.78930  0.262
H  0.70090  -2.14580  2.35930  0.117
H  1.29110  -3.59710  1.54390  0.326
H  0.39210  -3.72910  3.06080  0.519
Cl  2.37720  0.08810  2.56650  -0.181
C  1.05110  -0.00870  3.67950  0.225
C  1.26950  -0.55240  4.92740  -0.396
C  0.21250  -0.69510  5.81440  -0.573
C  -1.06790  -0.31050  5.42620  -0.588
C  -1.28020  0.25150  4.19050  -0.579
C  -0.21870  0.47580  3.28570  -0.275
C  -0.41630  1.23230  2.09160  -1.420
H  2.26500  -0.86020  5.20580  0.455
H  0.38760  -1.09850  6.80050  0.424
H  -1.89800  -0.43840  6.10370  0.414
H  -2.26910  0.57740  3.90100  0.426
H  0.47500  1.78160  1.78350  0.767
H  -1.31910  1.84440  2.11620  0.817

Calculated values
spin multiplicity = 5
HOMO-LUMO gap (alpha / beta) = 7.554 / 5.139 eV
net charge = +1
<S²> = 6.07
HOMO (alpha / beta) = -9.60 / -10.15 eV

***

5.
C21H54BN4 | ωB97M-V with the def2-TZVPD basis set

Each line ends with the Mulliken charge.
Atoms and positions in Å:
C  2.17729  1.30589  3.11625  -1.611
C  1.88973  0.53018  1.84287  0.744
C  0.91231  -0.59417  2.17955  -1.385
C  1.27838  1.36691  0.69809  1.700
C  1.74843  2.82507  0.54775  -1.384
B  0.64985  4.01755  0.91521  0.209
C  0.69000  4.49370  2.51251  -0.077
C  2.05043  5.01892  3.02891  -1.155
N  2.86332  5.79744  2.09414  -0.787
C  -0.88136  3.67515  0.35778  -1.507
C  -1.95805  3.29932  1.35561  0.826
N  -3.14516  2.82785  0.59798  -0.814
N  -1.51606  2.20286  2.26367  -0.366
N  -2.41766  4.48589  2.09296  -0.644
H  1.25871  1.70917  3.52967  0.156
H  2.92501  2.07409  2.96805  0.360
H  2.58303  0.61270  3.85521  0.585
H  2.80248  0.05337  1.48345  0.324
H  0.77652  -1.27355  1.34224  0.036
H  -0.03967  -0.17173  2.48573  0.211
H  1.29988  -1.12987  3.04588  0.494
H  0.19991  1.27571  0.78757  -0.228
H  1.55002  0.83367  -0.21607  -0.749
H  2.01231  2.96514  -0.50136  0.172
H  2.68511  2.96962  1.08460  0.262
H  1.01856  5.01633  0.28760  -0.325
H  0.39674  3.69336  3.19811  -0.080
H  -0.00242  5.33082  2.59578  0.337
H  2.67775  4.21843  3.41619  0.276
H  1.85561  5.67472  3.87980  0.512
H  2.26757  6.46433  1.62419  0.312
H  3.26150  5.18596  1.39547  0.310
H  -0.80662  2.87675  -0.38570  0.140
H  -1.26776  4.54004  -0.16735  0.396
H  -2.86843  2.06736  -0.01172  0.280
H  -3.86564  2.50429  1.23876  0.315
H  -2.23503  1.49367  2.31028  0.227
H  -1.31382  2.53351  3.19866  0.235
H  -3.38275  4.32548  2.37075  0.264
H  -1.89291  4.57108  2.95881  0.390
C  0.14934  -1.05468  -2.11602  -0.607
C  1.37829  -0.68320  -2.93884  -0.376
C  1.04103  -0.17358  -4.33900  -0.973
C  0.31990  -1.18203  -5.23570  -0.732
C  1.06328  -2.50003  -5.44848  -0.328
C  2.41411  -2.33064  -6.13800  -1.242
H  -0.41800  -1.86728  -2.57698  0.551
H  0.44294  -1.38095  -1.11704  -0.136
H  -0.51292  -0.19447  -2.00148  0.243
H  2.05303  -1.54281  -3.00037  0.242
H  1.92912  0.09829  -2.41058  0.292
H  1.96241  0.15680  -4.82744  0.377
H  0.41516  0.71895  -4.24826  0.366
H  0.14141  -0.71546  -6.21045  0.431
H  -0.66856  -1.39763  -4.82078  0.289
H  0.43603  -3.15775  -6.05739  0.414
H  1.20239  -3.01162  -4.49257  0.215
H  2.29396  -1.85765  -7.11518  0.295
H  2.89487  -3.29865  -6.29115  0.385
H  3.09376  -1.71662  -5.54613  0.291
C  -1.85618  -6.66732  0.92936  -1.269
C  -1.53337  -5.54067  -0.04827  -0.608
C  -0.74581  -4.39367  0.58349  0.000
C  -1.46539  -3.66487  1.71900  -0.333
C  -2.81610  -3.05908  1.34160  -0.612
C  -2.71135  -1.99139  0.25433  -0.702
H  -2.47971  -6.31932  1.75399  0.284
H  -2.39516  -7.47336  0.42785  0.397
H  -0.94102  -7.08837  1.35116  0.292
H  -2.45960  -5.16362  -0.49036  0.262
H  -0.94681  -5.94910  -0.87595  0.417
H  -0.47838  -3.67631  -0.19749  -0.211
H  0.20226  -4.78313  0.96819  0.471
H  -0.81341  -2.86529  2.08122  0.002
H  -1.60211  -4.34608  2.56464  0.396
H  -3.25314  -2.60821  2.23661  0.377
H  -3.51105  -3.84327  1.02519  0.278
H  -2.05272  -1.17935  0.57053  0.020
H  -3.69153  -1.56328  0.03680  0.420
H  -2.31807  -2.40025  -0.67795  0.160

Calculated values
HOMO-LUMO gap = 7.040 eV
relative energy (zero: lowest compared OMol25 entry of this formula, charge and spin) = 6.56 kcal/mol
net charge = -1
HOMO = -4.51 eV

***

6.
C20H17Br2FeN2O2 | ωB97M-V with the def2-TZVPD basis set

Each line ends with the Mulliken charge.
Atoms and positions in Å:
Fe  0.20313  0.09210  0.05054  0.760
Br  -2.41257  3.36601  -2.59143  -0.124
C  -2.69574  1.52233  -2.37636  -0.292
C  -3.75454  0.90486  -3.07822  -0.309
C  -3.99466  -0.43194  -2.95877  -0.170
Br  -5.41322  -1.20763  -3.93282  -0.198
C  -3.18485  -1.23676  -2.11443  0.746
C  -3.34218  -2.62268  -1.90916  -0.639
C  -2.49960  -3.29057  -1.06189  -0.806
C  -1.48785  -2.57570  -0.40559  -0.246
N  -1.31044  -1.28410  -0.57275  -0.633
C  -2.13862  -0.60143  -1.41864  0.425
C  -1.86956  0.79960  -1.55115  1.320
O  -0.85025  1.31078  -0.87361  -0.902
H  -4.37512  1.51243  -3.72148  0.440
H  -4.13287  -3.14718  -2.42838  0.352
H  -2.60428  -4.35156  -0.88822  0.401
H  -0.81579  -3.07895  0.28028  0.460
N  -0.25088  0.28384  3.25368  -0.135
C  -0.03078  0.24830  2.12542  0.220
H  -0.44413  0.35535  4.23503  0.336
C  8.14009  -0.63244  -2.22469  -1.528
C  6.75104  -0.86678  -1.71456  0.682
C  5.73603  0.05806  -1.95182  -0.906
C  4.44660  -0.13423  -1.49722  0.821
C  3.42129  0.91620  -1.81824  -1.278
C  4.15943  -1.32359  -0.76925  0.899
C  2.82850  -1.63639  -0.35326  -0.832
O  1.84668  -0.88016  -0.43870  -0.511
C  5.18805  -2.26855  -0.50541  0.827
C  5.01270  -3.53555  0.29573  -1.770
C  6.45818  -2.01467  -0.98599  -0.545
H  8.20644  0.28436  -2.80597  0.353
H  8.46014  -1.46552  -2.85193  0.365
H  8.84339  -0.56562  -1.39305  0.354
H  5.96314  0.95354  -2.51684  0.284
H  3.86646  1.68327  -2.44775  0.395
H  3.05177  1.39749  -0.91088  0.198
H  2.55944  0.50083  -2.33964  0.265
H  2.64497  -2.64259  0.03070  0.289
H  4.06692  -3.63023  0.81823  0.380
H  5.79625  -3.58586  1.05173  0.403
H  5.13208  -4.40759  -0.34865  0.360
H  7.24927  -2.72740  -0.78204  0.488

Calculated values
spin multiplicity = 5
HOMO-LUMO gap (alpha / beta) = 6.757 / 6.583 eV
net charge = +1
<S²> = 6.02
HOMO (alpha / beta) = -10.34 / -10.43 eV

***

Question: Number 5 is which compound?
Answer: C21H54BN4